(1)
Below is a cluster of 2 separate species, C3H4BrNO in total, with properties calculated with the ωB97M-V functional and the def2-TZVPD basis.

The geometry in ORCA input format:
```
! RIJCOSX wB97M-V def2-TZVPD def2/J DEFGRID3
* xyz 0 1
C 1.00720 -0.32958 0.05869
C 2.66356 0.90493 -0.26966
C -0.05879 0.44998 0.71344
N 1.31080 -1.46200 -0.18612
O 2.68728 1.96334 -0.78643
Br 4.25022 -0.15779 0.10076
H 0.55283 0.70057 1.67731
H -0.37657 1.29559 0.09019
H -0.91151 -0.32998 0.91523
H 0.64452 -2.28554 -0.12427
*
```

Computed properties:
Kohn-Sham gap	9.0	eV
E_HOMO	-8.667	eV
calculated total energy	-76753.38823	eV
relative energy (zero: lowest compared OMol25 entry of this formula, charge and spin)	205.7	kJ/mol
F_max	3.634	eV/Å



(2)
Below is the molecule C3H4BrNO3, with properties calculated with the ωB97M-V functional and the def2-TZVPD basis.

The geometry in ORCA input format:
```
! RIJCOSX wB97M-V def2-TZVPD def2/J DEFGRID3
* xyz 0 3
C -0.09658 -0.58910 1.00241
C -1.25833 1.57942 0.59529
C 0.25733 -0.79382 -0.62196
N 1.64420 -0.85701 -0.78091
O 0.41766 -1.14858 1.85789
O -1.05421 0.38055 1.13861
O -0.16465 0.47004 -1.26789
Br 2.36774 -2.35669 0.03227
H -0.26623 2.04115 0.56694
H -2.14373 1.66623 -0.04345
H -0.32085 -1.47485 -1.16821
H 0.61766 1.08267 -1.31098
*
```

Computed properties:
Kohn-Sham gap (alpha / beta)	7.8 / 8.6	eV
E_HOMO (alpha / beta)	-7.651 / -10.331	eV
calculated total energy	-80844.91584	eV
relative energy (zero: lowest compared OMol25 entry of this formula, charge and spin)	0.0	kJ/mol
F_max	6.124	eV/Å



(3)
Below is the molecule C3H4BrNS, with properties calculated with the ωB97M-V functional and the def2-TZVPD basis.

The geometry in ORCA input format:
```
! RIJCOSX wB97M-V def2-TZVPD def2/J DEFGRID3
* xyz 0 1
Br 0.94127 -3.65238 0.58164
N 1.60940 -1.64179 0.16633
C 0.72201 -0.85338 1.00709
C 0.06376 0.13429 0.42716
C 0.16256 0.06967 -1.07257
S 1.43763 -1.16461 -1.39917
H 0.67242 -1.19337 2.00982
H -0.62494 0.70250 0.84081
H -0.74735 -0.45678 -1.33275
H 0.46713 1.13058 -1.55268
*
```

Computed properties:
Kohn-Sham gap	7.4	eV
E_HOMO	-8.337	eV
calculated total energy	-85540.84310	eV
relative energy (zero: lowest compared OMol25 entry of this formula, charge and spin)	220.4	kJ/mol
F_max	5.012	eV/Å
SMILES	BrN1C=CCS1



(4)
Below is a structure of composition C3H4CeLiO2, with properties calculated with the ωB97M-V functional and the def2-TZVPD basis.

The geometry in ORCA input format:
```
! RIJCOSX wB97M-V def2-TZVPD def2/J DEFGRID3
* xyz 3 3
O -0.74623 0.28740 -0.24560
Li 0.66007 -0.82431 -1.20562
C -0.35623 1.26582 0.53042
C 0.01737 0.67359 1.77276
H -0.21682 2.28794 0.16643
H -0.75108 0.68985 2.55605
H 0.87784 1.21304 2.18859
Ce -2.94318 1.07810 -1.96011
C 1.69169 -2.66464 -2.19621
O 2.15963 -3.53200 -2.73303
H -0.39304 -0.47477 1.12632
*
```

Computed properties:
Kohn-Sham gap (alpha / beta)	7.1 / 9.4	eV
E_HOMO (alpha / beta)	-20.115 / -22.419	eV
calculated total energy	-20369.80303	eV
F_max	4.701	eV/Å



(5)
Below is the molecule C3H4Cl2, with properties calculated with the ωB97M-V functional and the def2-TZVPD basis.

The geometry in ORCA input format:
```
! RIJCOSX wB97M-V def2-TZVPD def2/J DEFGRID3
* xyz 0 1
C -1.66833 1.41845 0.09747
C -0.55661 0.43312 0.00411
Cl -1.23412 -1.17778 -0.02998
C 0.69844 0.77514 -0.13659
Cl 2.05787 -0.13806 0.06590
H -1.33394 2.46656 0.14252
H -2.17125 1.24161 1.01680
H -2.26275 1.31042 -0.77375
H 0.92302 1.59059 -0.78623
*
```

Computed properties:
Kohn-Sham gap	9.9	eV
E_HOMO	-9.073	eV
calculated total energy	-28219.52233	eV
relative energy (zero: lowest compared OMol25 entry of this formula, charge and spin)	61.5	kJ/mol
F_max	2.384	eV/Å
SMILES	C/C(Cl)=C/Cl



(6)
Below is a cluster of 2 separate species, C3H4Cl2N2 in total, with properties calculated with the ωB97M-V functional and the def2-TZVPD basis.

The geometry in ORCA input format:
```
! RIJCOSX wB97M-V def2-TZVPD def2/J DEFGRID3
* xyz 0 1
C -1.60082 -1.21695 -0.64478
C 1.34823 0.17871 1.77597
C 1.86624 1.50177 -0.18931
N -2.22538 -2.12217 -1.18858
N 1.56203 0.92557 0.84949
Cl -1.93241 0.42990 -1.02322
Cl 0.90509 0.53128 3.36068
H -0.93877 -1.58939 0.08899
H 1.10900 1.94011 -0.65436
H 2.84094 1.35983 -0.51313
H -2.93414 -1.93866 -1.86174
*
```

Computed properties:
Kohn-Sham gap (alpha / beta)	8.5 / 8.5	eV
E_HOMO (alpha / beta)	-8.231 / -8.230	eV
calculated total energy	-31196.88188	eV
relative energy (zero: lowest compared OMol25 entry of this formula, charge and spin)	310.3	kJ/mol
F_max	4.307	eV/Å



(7)
Below is the molecule C3H4Cl2N2, with properties calculated with the ωB97M-V functional and the def2-TZVPD basis.

The geometry in ORCA input format:
```
! RIJCOSX wB97M-V def2-TZVPD def2/J DEFGRID3
* xyz 0 1
C 2.79894 -0.21951 -0.64085
N 1.54368 0.07955 -0.36555
N 1.21391 -0.80872 0.81953
C -0.01548 -0.75642 1.20950
C -1.16379 0.10940 0.59789
Cl -1.52004 -1.00754 -0.72503
Cl -0.45646 1.70863 -0.00228
H 3.42332 -0.63520 0.27074
H 3.36993 0.14962 -1.44061
H -0.14001 -1.58050 2.15755
H -2.07382 0.45107 1.19936
*
```

Computed properties:
Kohn-Sham gap	9.6	eV
E_HOMO	-9.260	eV
calculated total energy	-31196.96592	eV
relative energy (zero: lowest compared OMol25 entry of this formula, charge and spin)	302.2	kJ/mol
F_max	5.042	eV/Å
SMILES	C=N/N=C\C(Cl)Cl



(8)
Below is a cluster of 2 separate species, C3H4Cl2N2O in total, with properties calculated with the ωB97M-V functional and the def2-TZVPD basis.

The geometry in ORCA input format:
```
! RIJCOSX wB97M-V def2-TZVPD def2/J DEFGRID3
* xyz 0 1
C 0.59983 -1.13578 -0.67338
C -0.87608 -0.56154 0.79954
C -0.39729 2.74859 0.43950
N 0.51132 0.28402 -0.55962
N -0.45198 0.53735 0.28436
O -0.28783 -1.64940 0.23957
Cl 0.53598 3.20625 1.80919
Cl -2.00550 3.22668 0.37699
H 0.16353 -1.35222 -1.64739
H 1.53770 -1.38852 -0.28560
H -1.61299 -0.42818 1.51016
H 0.18429 2.57771 -0.51012
*
```

Computed properties:
Kohn-Sham gap (alpha / beta)	9.4 / 5.9	eV
E_HOMO (alpha / beta)	-8.703 / -6.791	eV
calculated total energy	-33242.90078	eV
relative energy (zero: lowest compared OMol25 entry of this formula, charge and spin)	323.8	kJ/mol
F_max	4.018	eV/Å



(9)
Below is the molecule C3H4ClF, with properties calculated with the ωB97M-V functional and the def2-TZVPD basis.

The geometry in ORCA input format:
```
! RIJCOSX wB97M-V def2-TZVPD def2/J DEFGRID3
* xyz 0 1
F -1.31420 -1.52321 -0.15955
C -0.36757 -0.70354 0.31066
C -0.36779 1.01710 0.09394
C 0.62071 -0.05098 -0.59890
Cl 2.24232 -0.17286 -0.00543
H -0.04718 -1.02608 1.36343
H -1.25957 1.47731 -0.32089
H 0.18551 1.43523 0.97375
H 0.30777 -0.45296 -1.65700
*
```

Computed properties:
Kohn-Sham gap	10.8	eV
E_HOMO	-9.683	eV
calculated total energy	-18413.47262	eV
relative energy (zero: lowest compared OMol25 entry of this formula, charge and spin)	154.5	kJ/mol
F_max	4.743	eV/Å
SMILES	F[C@@H]1C[C@H]1Cl



(10)
Below is the molecule C3H4ClF, with properties calculated with the ωB97M-V functional and the def2-TZVPD basis.

The geometry in ORCA input format:
```
! RIJCOSX wB97M-V def2-TZVPD def2/J DEFGRID3
* xyz 0 1
F -1.40742 -1.38390 -0.08639
C -0.38506 -0.67221 0.47981
C -0.27713 0.84329 0.00220
C 0.60757 -0.17291 -0.49944
Cl 2.19685 -0.13580 0.05651
H -0.30348 -0.81162 1.52997
H -1.03764 1.14743 -0.72767
H -0.07031 1.49271 0.75447
H 0.67661 -0.30699 -1.50946
*
```

Computed properties:
Kohn-Sham gap	11.2	eV
E_HOMO	-10.036	eV
calculated total energy	-18413.92964	eV
relative energy (zero: lowest compared OMol25 entry of this formula, charge and spin)	110.4	kJ/mol
F_max	3.956	eV/Å
SMILES	F[C@@H]1C[C@H]1Cl



(11)
Below is the molecule C3H4ClF, with properties calculated with the ωB97M-V functional and the def2-TZVPD basis.

The geometry in ORCA input format:
```
! RIJCOSX wB97M-V def2-TZVPD def2/J DEFGRID3
* xyz 0 1
F 1.73553 -1.09934 0.04409
C 0.55381 -0.63075 -0.25316
C 0.26933 0.98449 -0.25090
C -0.58611 -0.02527 0.57345
Cl -2.09531 -0.65117 -0.10760
H -0.16900 -1.43430 -1.01379
H -0.15701 1.73658 -0.99433
H 1.33415 0.97779 0.26141
H -0.88539 0.14196 1.74084
*
```

Computed properties:
Kohn-Sham gap	11.1	eV
E_HOMO	-10.037	eV
calculated total energy	-18411.91615	eV
relative energy (zero: lowest compared OMol25 entry of this formula, charge and spin)	304.7	kJ/mol
F_max	7.272	eV/Å
SMILES	F[C@@H]1C[C@H]1Cl



(12)
Below is the molecule C3H4ClF3O, with properties calculated with the ωB97M-V functional and the def2-TZVPD basis.

The geometry in ORCA input format:
```
! RIJCOSX wB97M-V def2-TZVPD def2/J DEFGRID3
* xyz 0 1
O -0.40650 1.35940 -0.89662
C 0.21745 0.10229 -0.39628
C 0.79950 0.53225 0.85507
F 1.02392 -0.59786 1.64618
F -0.04904 1.46557 1.47185
C -0.81400 -0.94437 -0.62290
F -1.86365 -0.72794 0.14725
Cl -0.12201 -2.58861 -0.17290
H -0.73215 1.75923 0.15835
H 1.04109 -0.16055 -1.13771
H 1.88216 0.89956 0.63173
H -0.97676 -1.09896 -1.68402
*
```

Computed properties:
Kohn-Sham gap	11.5	eV
E_HOMO	-10.859	eV
calculated total energy	-25896.28455	eV
relative energy (zero: lowest compared OMol25 entry of this formula, charge and spin)	0.0	kJ/mol
F_max	5.396	eV/Å
SMILES	O[C@@H](C(F)F)[C@H](F)Cl



(13)
Below is the molecule C3H4ClFO, with properties calculated with the ωB97M-V functional and the def2-TZVPD basis.

The geometry in ORCA input format:
```
! RIJCOSX wB97M-V def2-TZVPD def2/J DEFGRID3
* xyz 0 1
C -0.26940 0.76713 -1.07630
C -0.61988 -0.30458 -0.06288
O -1.49062 -1.12163 -0.24883
C 0.35837 -0.46934 1.15057
F -0.12162 -1.21316 2.15527
Cl 1.96016 -1.09760 0.47585
H 0.04305 1.65673 -0.57192
H -1.11940 0.97463 -1.74323
H 0.51698 0.30343 -1.61303
H 0.74235 0.50439 1.53449
*
```

Computed properties:
Kohn-Sham gap	10.6	eV
E_HOMO	-10.321	eV
calculated total energy	-20462.71645	eV
relative energy (zero: lowest compared OMol25 entry of this formula, charge and spin)	0.0	kJ/mol
F_max	1.897	eV/Å
SMILES	CC(=O)[C@@H](F)Cl



(14)
Below is a cluster of 2 separate species, C3H4ClFO in total, with properties calculated with the ωB97M-V functional and the def2-TZVPD basis.

The geometry in ORCA input format:
```
! RIJCOSX wB97M-V def2-TZVPD def2/J DEFGRID3
* xyz 0 1
C 0.02681 -0.62566 0.62644
C -0.41214 -0.30949 -0.79072
C -0.10435 0.46312 1.57282
O 0.34750 -1.76595 0.98045
F -0.63337 1.60488 1.11152
Cl 1.81088 1.17191 -2.20629
H 0.51743 -0.24919 -1.47824
H -1.00309 -1.13721 -1.26492
H -0.66885 0.69951 -1.12127
H 0.11917 0.14808 2.57023
*
```

Computed properties:
Kohn-Sham gap (alpha / beta)	9.0 / 5.7	eV
E_HOMO (alpha / beta)	-10.428 / -9.656	eV
calculated total energy	-20459.07962	eV
relative energy (zero: lowest compared OMol25 entry of this formula, charge and spin)	350.9	kJ/mol
F_max	2.655	eV/Å



(15)
Below is the molecule C3H4ClFS, with properties calculated with the ωB97M-V functional and the def2-TZVPD basis.

The geometry in ORCA input format:
```
! RIJCOSX wB97M-V def2-TZVPD def2/J DEFGRID3
* xyz 0 1
F -1.49892 1.20812 -0.73555
C -1.35259 0.52625 0.40174
Cl -1.42457 -1.23920 -0.04350
C 0.14871 0.84480 0.80377
C 1.22960 0.71704 -0.21217
S 2.35384 -0.43560 -0.10245
H -2.02343 0.86736 1.22152
H 0.30082 0.28007 1.80322
H 0.21389 1.93313 0.92634
H 1.40096 1.55380 -0.91246
*
```

Computed properties:
Kohn-Sham gap	8.4	eV
E_HOMO	-8.870	eV
calculated total energy	-29249.65852	eV
relative energy (zero: lowest compared OMol25 entry of this formula, charge and spin)	90.6	kJ/mol
F_max	3.270	eV/Å
SMILES	F[C@@H](Cl)CC=S



(16)
Below is the molecule C3H4ClN3, with properties calculated with the ωB97M-V functional and the def2-TZVPD basis.

The geometry in ORCA input format:
```
! RIJCOSX wB97M-V def2-TZVPD def2/J DEFGRID3
* xyz 0 1
Cl 1.40933 2.11951 -1.87392
N 0.66542 1.05913 -0.66410
C 0.64904 -0.37961 -0.88892
C -0.07943 -1.14889 -0.07720
C -0.76318 -0.38430 0.99930
N -0.50519 1.06410 1.16997
N 0.15636 1.71517 0.37920
H 1.18029 -0.77929 -1.65918
H -0.16678 -2.14237 -0.16456
H -1.80342 -0.37244 0.80267
H -0.74243 -0.75100 1.97673
*
```

Computed properties:
Kohn-Sham gap	8.9	eV
E_HOMO	-8.545	eV
calculated total energy	-20164.24880	eV
relative energy (zero: lowest compared OMol25 entry of this formula, charge and spin)	415.8	kJ/mol
F_max	5.083	eV/Å
SMILES	ClN1C=CCN=N1



(17)
Below is the molecule C3H4ClN3S, with properties calculated with the ωB97M-V functional and the def2-TZVPD basis.

The geometry in ORCA input format:
```
! RIJCOSX wB97M-V def2-TZVPD def2/J DEFGRID3
* xyz 0 1
S 0.07325 2.44119 0.08507
C 0.91410 0.99482 0.04119
N 2.20404 0.74814 -0.13599
N 2.47258 -0.59871 -0.01955
N 1.49524 -1.21778 0.33447
C 0.38897 -0.34249 0.42586
C -0.83394 -0.87183 -0.24655
Cl -2.22559 0.23897 0.10979
H 1.23170 3.15900 -0.20772
H 0.11204 -0.11010 1.40180
H -1.16023 -1.90934 0.18318
H -0.75634 -1.04168 -1.27667
*
```

Computed properties:
Kohn-Sham gap	9.7	eV
E_HOMO	-9.860	eV
calculated total energy	-31001.25936	eV
relative energy (zero: lowest compared OMol25 entry of this formula, charge and spin)	268.1	kJ/mol
F_max	4.363	eV/Å
SMILES	SC1=NN=N[C@@H]1CCl



(18)
Below is a cluster of 2 separate species, C3H4ClNO2 in total, with properties calculated with the ωB97M-V functional and the def2-TZVPD basis.

The geometry in ORCA input format:
```
! RIJCOSX wB97M-V def2-TZVPD def2/J DEFGRID3
* xyz 0 1
N -0.84602 -0.62753 -1.71119
C 0.07881 -0.04311 -1.12006
C 0.82405 0.93301 -0.68773
O 0.41078 1.86554 0.17335
H -1.24294 -1.44996 -1.18018
H 1.92917 0.88566 -0.99605
H -0.47723 1.71213 0.38451
O 0.92330 -1.55759 1.19183
C -0.01208 -0.81464 1.27916
Cl -1.75404 -1.18430 1.15192
H 0.16619 0.28081 1.51444
*
```

Computed properties:
Kohn-Sham gap	8.9	eV
E_HOMO	-8.718	eV
calculated total energy	-21280.22094	eV
relative energy (zero: lowest compared OMol25 entry of this formula, charge and spin)	318.6	kJ/mol
F_max	3.926	eV/Å
SMILES	N=C=CO.O=CCl



(19)
Below is the molecule C3H4ClNO2S, with properties calculated with the ωB97M-V functional and the def2-TZVPD basis.

The geometry in ORCA input format:
```
! RIJCOSX wB97M-V def2-TZVPD def2/J DEFGRID3
* xyz 0 1
C -0.65117 -0.46046 0.10814
S 1.08898 -0.93816 0.29240
O 1.47757 -2.11777 -0.42526
O 1.33158 -0.80729 1.68873
C 2.00853 0.41800 -0.55070
Cl 3.72767 -0.00018 -0.51489
C 1.81564 1.58958 0.28736
N 1.67458 2.50694 0.96654
H -1.32524 -1.01826 0.67833
H -0.69373 0.61885 0.30846
H -0.84577 -0.38576 -0.99674
H 1.42429 0.34934 -1.52784
*
```

Computed properties:
Kohn-Sham gap	11.4	eV
E_HOMO	-11.198	eV
calculated total energy	-32116.52241	eV
relative energy (zero: lowest compared OMol25 entry of this formula, charge and spin)	75.1	kJ/mol
F_max	4.488	eV/Å
SMILES	CS(=O)(=O)[C@H](Cl)C#N



(20)
Below is a structure of composition C3H4ClNOS, with properties calculated with the ωB97M-V functional and the def2-TZVPD basis.

The geometry in ORCA input format:
```
! RIJCOSX wB97M-V def2-TZVPD def2/J DEFGRID3
* xyz 0 1
C -1.10370 -1.37737 0.24117
C 0.00434 -0.89819 -0.64447
C 1.79178 0.51604 0.07622
H -1.08064 -2.22231 0.80529
H -1.96146 -1.42501 -0.47119
H 0.09431 -1.49765 -1.59392
H 2.81111 0.54454 0.61002
N 1.27004 1.43088 -0.59568
O 1.27716 -0.79197 0.10730
S -0.16966 0.72451 -1.30452
Cl -1.20063 -0.00677 1.57624
*
```

Computed properties:
Kohn-Sham gap	9.3	eV
E_HOMO	-8.715	eV
calculated total energy	-30069.39380	eV
relative energy (zero: lowest compared OMol25 entry of this formula, charge and spin)	142.4	kJ/mol
F_max	4.500	eV/Å